{"formula": "C5H8N2", "method": "ωB97M-V/def2-TZVPD", "homo_energy_ha": -0.253, "spin_multiplicity": 1, "homo_lumo_gap_ev": 7.12, "species": ["C", "N", "C", "C", "C", "C", "N", "H", "H", "H", "H", "H", "H", "H", "H"], "coordinates": [[-2.546, -0.616, 0.054], [-1.356, 0.236, -0.500], [-0.160, -0.559, -0.669], [0.869, 0.045, -0.063], [2.288, -0.399, 0.114], [0.297, 1.286, 0.464], [-0.951, 1.444, 0.209], [-1.710, 0.584, -1.388], [-3.185, 0.158, 0.515], [-2.104, -1.178, 0.896], [-0.259, -1.516, -1.161], [2.986, 0.301, -0.359], [2.449, -1.391, -0.315], [2.557, -0.442, 1.176], [0.825, 2.048, 1.027]]}

---

{"formula": "C5H8N2", "method": "ωB97M-V/def2-TZVPD", "homo_energy_ha": -0.274, "spin_multiplicity": 1, "homo_lumo_gap_ev": 8.54, "species": ["C", "N", "C", "C", "C", "N", "C", "H", "H", "H", "H", "H", "H", "H", "H"], "coordinates": [[2.307, 0.246, -0.015], [0.909, -0.109, -0.206], [0.376, -1.296, 0.212], [-0.982, -1.149, 0.352], [-1.304, 0.196, 0.006], [-2.592, 0.770, 0.081], [-0.124, 0.809, -0.330], [2.935, -0.240, -0.768], [2.414, 1.331, -0.099], [2.642, -0.053, 0.987], [1.007, -2.147, 0.435], [-1.685, -1.913, 0.654], [-3.324, 0.109, -0.147], [-2.704, 1.588, -0.506], [0.056, 1.827, -0.651]]}

---

{"formula": "C5H8N2", "method": "ωB97M-V/def2-TZVPD", "homo_energy_ha": -0.315, "spin_multiplicity": 1, "homo_lumo_gap_ev": 9.45, "species": ["C", "N", "C", "N", "C", "C", "C", "H", "H", "H", "H", "H", "H", "H", "H"], "coordinates": [[-2.999, -0.318, 0.015], [-1.603, -0.039, 0.185], [-0.948, -0.638, 1.086], [0.353, -0.183, 1.351], [0.899, 0.348, 0.383], [2.964, 0.274, -0.731], [1.573, 0.846, -0.606], [-3.151, -0.832, -0.939], [-3.431, -0.914, 0.831], [-3.521, 0.643, -0.042], [-1.329, -1.391, 1.780], [3.486, 0.431, 0.221], [2.966, -0.799, -0.939], [3.497, 0.804, -1.514], [1.246, 1.768, -1.080]]}

---

{"formula": "C5H8N2", "method": "ωB97M-V/def2-TZVPD", "homo_energy_ha": [-0.716, -0.716], "spin_multiplicity": 1, "homo_lumo_gap_ev": [8.17, 8.17], "charge": 2, "species": ["C", "C", "C", "C", "C", "N", "N", "H", "H", "H", "H", "H", "H", "H", "H"], "coordinates": [[1.148, 1.211, -0.126], [1.866, 0.069, -0.007], [-0.002, -1.356, 0.075], [-2.080, -0.337, -0.155], [-0.318, 1.200, 0.273], [1.284, -1.173, 0.037], [-0.894, -0.122, 0.147], [1.466, 2.298, -0.373], [2.954, 0.026, -0.315], [-0.499, -2.322, 0.119], [-2.661, 0.528, -0.156], [-2.550, -1.269, -0.453], [-0.540, 1.524, 1.202], [-1.043, 1.770, -0.454], [1.869, -2.045, 0.187]]}

---

{"formula": "C5H8N2O", "method": "ωB97M-V/def2-TZVPD", "homo_energy_ha": -0.304, "spin_multiplicity": 1, "homo_lumo_gap_ev": 7.63, "species": ["C", "C", "C", "N", "N", "O", "H", "H", "H", "H", "H", "H", "C", "C", "H", "H"], "coordinates": [[-1.508, 0.812, -0.932], [-0.272, -0.835, 1.494], [-0.828, -0.499, -0.624], [0.595, 0.062, 1.845], [-0.998, -1.748, 1.858], [-1.168, -1.559, -1.075], [1.166, -0.144, 2.657], [1.174, 0.454, 0.988], [-1.377, -2.396, 1.173], [-2.525, 0.642, -1.284], [-1.525, 1.435, -0.037], [-0.927, 1.354, -1.682], [1.727, 0.502, -0.577], [2.582, 0.876, -1.352], [3.346, 1.241, -1.997], [0.537, -0.196, -0.456]]}

---

{"formula": "C5H8N2O", "method": "ωB97M-V/def2-TZVPD", "homo_energy_ha": -0.343, "spin_multiplicity": 1, "homo_lumo_gap_ev": 10.18, "species": ["C", "C", "C", "C", "C", "N", "N", "O", "H", "H", "H", "H", "H", "H", "H", "H"], "coordinates": [[1.017, -1.520, -0.020], [1.541, 0.823, -0.016], [0.256, 0.063, -0.083], [-0.537, 0.366, 1.344], [-0.635, 0.337, -1.310], [2.266, -1.401, 0.061], [2.548, -0.080, 0.082], [1.738, 2.015, -0.084], [0.342, -2.366, 0.175], [0.079, 0.085, 2.275], [-1.573, -0.185, 1.319], [-0.765, 1.404, 1.292], [-0.764, -0.410, -1.964], [-0.302, 1.238, -1.859], [-1.586, 0.646, -0.957], [3.528, 0.247, -0.197]]}